Entry 1:
{"formula": "C34H42N5", "method": "ωB97M-V/def2-TZVPD", "symbols": ["C", "N", "C", "C", "N", "C", "C", "C", "C", "C", "C", "C", "N", "C", "C", "H", "H", "H", "H", "H", "H", "H", "H", "H", "H", "H", "H", "H", "H", "H", "H", "H", "H", "H", "C", "N", "C", "C", "C", "C", "C", "C", "C", "N", "C", "C", "C", "C", "C", "C", "C", "C", "C", "C", "C", "C", "C", "C", "H", "H", "H", "H", "H", "H", "H", "H", "H", "H", "H", "H", "H", "H", "H", "H", "H", "H", "H", "H", "H", "H", "H"], "positions_angstrom": [[3.70894, -1.52473, 1.18084], [3.11204, -2.41845, 2.15950], [4.06803, -3.37317, 2.73552], [2.23990, -1.79510, 3.05873], [2.20885, -0.49036, 3.06435], [1.94000, 0.19354, 4.30150], [2.65951, 1.52757, 4.47496], [2.36798, 2.61245, 3.64600], [2.89069, 3.88098, 3.94667], [3.73521, 4.05129, 5.05307], [4.09905, 2.93840, 5.82681], [3.58002, 1.67746, 5.51750], [1.49224, -2.66591, 3.81294], [1.30344, -4.04177, 3.36355], [0.38971, -2.24210, 4.66064], [2.99616, -0.71987, 0.98547], [4.64678, -1.09103, 1.55884], [3.91641, -2.09327, 0.27040], [3.69455, -3.75243, 3.69373], [4.21306, -4.21845, 2.04894], [5.05258, -2.90155, 2.89919], [0.85455, 0.40073, 4.36572], [2.23822, -0.41342, 5.17418], [1.72282, 2.45950, 2.77749], [2.61897, 4.73457, 3.32178], [4.11642, 5.04175, 5.31083], [4.77151, 3.05023, 6.67840], [3.86301, 0.79463, 6.09526], [2.08668, -4.32836, 2.66271], [1.33614, -4.68925, 4.24950], [0.32340, -4.17090, 2.87821], [0.65770, -1.38837, 5.28109], [-0.51315, -2.00276, 4.07693], [0.16398, -3.07893, 5.32901], [-1.40279, -5.55196, -0.63440], [-1.47831, -4.16933, -1.07442], [-1.19668, -3.09835, -0.28842], [-1.44363, -1.89615, -1.00942], [-1.30355, -0.60352, -0.51072], [-1.37317, 0.59735, -1.29092], [-0.77688, 0.71470, -2.57431], [-0.95118, 1.83926, -3.36660], [-1.75240, 2.91734, -2.88339], [-1.98298, 4.01276, -3.66829], [-1.23045, 4.23520, -4.88394], [-0.98898, 2.94113, -5.63619], [-0.33055, 1.90641, -4.72532], [-2.56659, 5.22308, -3.12410], [-3.66367, 4.90632, -2.12932], [-3.15298, 3.96610, -1.04313], [-2.31052, 2.84627, -1.57146], [-2.05742, 1.73582, -0.78540], [-1.93971, -2.32197, -2.32953], [-2.51333, -1.67635, -3.41829], [-2.94879, -2.43215, -4.52253], [-2.85293, -3.83455, -4.52246], [-2.33905, -4.51063, -3.40224], [-1.90162, -3.73800, -2.33573], [-1.68450, -6.21377, -1.45606], [-0.38320, -5.78814, -0.30330], [-2.07965, -5.73137, 0.21297], [-0.84553, -3.21665, 0.73364], [-1.20368, -0.49959, 0.57282], [-0.17621, -0.11365, -2.95771], [-1.79915, 4.94375, -5.49831], [-0.25941, 4.71088, -4.64857], [-1.94152, 2.55264, -6.01436], [-0.35173, 3.14623, -6.49975], [0.74247, 2.13826, -4.62851], [-0.37927, 0.91586, -5.19172], [-1.78483, 5.83379, -2.63409], [-2.95636, 5.80420, -3.96966], [-4.02377, 5.83848, -1.68979], [-4.50325, 4.44141, -2.65534], [-2.56981, 4.54500, -0.31125], [-3.99987, 3.54449, -0.49147], [-2.45780, 1.68744, 0.23048], [-2.62795, -0.59452, -3.40436], [-3.36862, -1.91671, -5.38840], [-3.18070, -4.40514, -5.39407], [-2.26287, -5.59456, -3.34295]], "homo_energy_ev": -9.7, "total_charge": 1, "orbital_gap_ev": 5.4, "mol_weight_g_mol": 520.74}

Entry 2:
{"formula": "CeF2P", "method": "ωB97M-V/def2-TZVPD", "symbols": ["F", "P", "F", "Ce"], "positions_angstrom": [[1.54070, -0.89199, 0.18792], [0.83173, 0.55140, 0.51511], [-1.08107, -0.22605, 0.70829], [-1.29136, 0.56663, -1.41133]], "homo_energy_ev": [-18.2, -18.2], "total_charge": 2, "orbital_gap_ev": [6.6, 7.1], "mol_weight_g_mol": 209.09, "spin_multiplicity": 2}

Entry 3:
{"formula": "C4H8O2", "method": "ωB97M-V/def2-TZVPD", "symbols": ["C", "C", "C", "O", "O", "C", "H", "H", "H", "H", "H", "H", "H", "H"], "positions_angstrom": [[-2.04632, -0.20200, -0.44381], [-0.99535, 0.73006, 0.79235], [0.22655, 0.03803, 0.33966], [0.10553, -0.99326, -0.28512], [1.43779, 0.58401, 0.49135], [2.41349, -0.16141, -0.25838], [-3.00284, -0.09309, 0.02307], [-1.92768, 0.29385, -1.40635], [-1.94086, -1.30153, -0.68169], [-0.79098, 1.81777, 1.06865], [-1.43599, 0.31711, 1.69433], [3.31094, 0.44989, -0.27614], [2.60476, -1.13009, 0.21205], [2.04094, -0.34934, -1.26999]], "homo_energy_ev": -9.7, "orbital_gap_ev": 10.7, "smiles": "CCC(=O)OC", "mol_weight_g_mol": 88.11}

Entry 4:
{"formula": "C12B3O26V", "method": "ωB97M-V/def2-TZVPD", "symbols": ["O", "V", "O", "O", "C", "O", "B", "O", "C", "O", "O", "C", "O", "C", "O", "O", "O", "C", "O", "B", "O", "C", "O", "O", "C", "O", "C", "O", "O", "O", "C", "O", "B", "O", "C", "O", "O", "C", "O", "C", "O", "O"], "positions_angstrom": [[3.86865, 0.75934, -6.28014], [4.83297, 0.49357, -5.06379], [6.28843, 0.86672, -5.44124], [6.33665, -2.57667, 0.44222], [6.09400, -2.93383, 1.54366], [5.20067, -2.40355, 2.36363], [5.01615, -3.30875, 3.49495], [6.01980, -4.34635, 3.38628], [6.73555, -4.09004, 2.31526], [7.73432, -4.78590, 1.94406], [3.65939, -3.75347, 3.64402], [3.09361, -3.12513, 4.62055], [1.89672, -3.13712, 4.99031], [4.11387, -2.33064, 5.32381], [5.26492, -2.53837, 4.74452], [3.71836, -1.50534, 6.16297], [-4.77994, -1.31164, 1.90520], [-4.51352, -1.74384, 0.75839], [-3.55162, -2.53207, 0.42816], [-3.54441, -2.77067, -1.01504], [-4.76988, -2.11924, -1.48891], [-5.32701, -1.59647, -0.52850], [-6.29842, -0.93146, -0.63604], [-3.26961, -4.18788, -1.34794], [-2.15211, -4.29334, -1.86727], [-1.63864, -5.30385, -2.30166], [-1.44754, -2.85985, -1.84094], [-2.36141, -1.99613, -1.48647], [-0.29615, -2.64975, -2.23416], [-5.92994, 5.68754, -2.22684], [-4.76584, 5.96507, -2.03055], [-3.73845, 5.08412, -1.69406], [-2.55267, 5.84671, -1.30321], [-2.85395, 7.27432, -1.69588], [-4.17227, 7.40561, -2.05158], [-4.78711, 8.39595, -2.44158], [-2.39582, 5.53105, 0.11038], [-1.49770, 4.55901, 0.21213], [-1.36447, 3.74133, 1.14377], [-0.73394, 4.46349, -1.17552], [-1.33363, 5.37792, -1.97164], [0.20200, 3.67960, -1.41131]], "homo_energy_ev": -5.4, "total_charge": -2, "orbital_gap_ev": 1.5, "mol_weight_g_mol": 643.49}

Entry 5:
{"formula": "C5H10N2", "method": "ωB97M-V/def2-TZVPD", "symbols": ["C", "C", "C", "C", "N", "C", "N", "H", "H", "H", "H", "H", "H", "H", "H", "H", "H"], "positions_angstrom": [[0.06368, 1.59805, 1.18184], [-0.36183, 1.57849, -0.26543], [-0.41028, 0.27601, -1.07013], [-1.04205, -0.89615, -0.73073], [-0.80977, -2.21449, -1.20443], [0.18772, -2.95603, -0.85599], [1.37174, 0.99163, 1.53365], [0.04448, 2.70539, 1.58031], [-0.67917, 1.00658, 1.59201], [0.22877, 2.39681, -0.76138], [-1.45747, 2.03410, -0.21335], [0.31510, 0.26045, -1.92133], [-1.67036, -0.95891, 0.15584], [0.85032, -2.66697, -0.03040], [0.37231, -3.95469, -1.34626], [1.85302, 0.81830, 0.58096], [1.14379, -0.01858, 1.77481]], "homo_energy_ev": [0.5, -3.1], "total_charge": -1, "orbital_gap_ev": [3.5, 7.1], "mol_weight_g_mol": 98.15, "spin_multiplicity": 2}

Entry 6:
{"formula": "F10InN5O20S10", "method": "ωB97M-V/def2-TZVPD", "symbols": ["In", "N", "S", "O", "O", "F", "S", "O", "O", "F", "N", "S", "O", "O", "F", "S", "O", "O", "F", "N", "S", "O", "O", "F", "S", "O", "O", "F", "N", "S", "O", "O", "F", "S", "O", "O", "F", "N", "S", "O", "O", "F", "S", "O", "O", "F"], "positions_angstrom": [[-3.99977, -13.17735, -3.90336], [-2.39573, -14.66519, -7.48796], [-1.06823, -15.04415, -6.61392], [0.07308, -14.88989, -7.48717], [-1.36755, -16.28678, -5.92303], [-0.77684, -13.79954, -5.62233], [-3.71525, -14.65870, -6.75314], [-3.89127, -13.27754, -5.84003], [-4.31886, -15.81254, -6.27451], [-4.53771, -13.98758, -7.86717], [-6.99533, -11.93394, -1.95394], [-7.30561, -12.86578, -3.15507], [-7.36639, -14.03061, -2.23758], [-6.36384, -12.96623, -4.22844], [-8.65548, -12.68329, -3.91170], [-7.74396, -10.59118, -1.75323], [-9.05571, -11.01934, -1.28805], [-7.70217, -9.52723, -2.60185], [-7.05238, -10.00699, -0.50754], [-9.47801, -12.63644, -6.84635], [-10.31054, -11.45476, -6.42845], [-11.11914, -10.77913, -7.47836], [-9.74439, -10.59482, -5.51053], [-11.53628, -12.37715, -5.81922], [-8.35820, -12.80346, -8.12337], [-8.65022, -11.80724, -9.07956], [-8.25575, -14.24142, -8.41320], [-7.02586, -12.51370, -7.36718], [-7.94788, -18.17933, 1.68097], [-6.45401, -18.15368, 0.88288], [-6.31677, -19.10115, -0.11957], [-5.47197, -18.06324, 1.83268], [-6.53994, -16.85779, 0.14511], [-8.33581, -17.15210, 2.76865], [-7.85079, -15.81974, 2.64613], [-9.25438, -17.61741, 3.77038], [-3.36598, -14.53702, -2.82220], [-3.00014, -11.13875, -3.54193], [-2.41237, -9.89716, -4.44256], [-2.32947, -8.69876, -3.69200], [-2.95680, -9.80096, -5.80223], [-0.74764, -10.29227, -4.55965], [-3.21503, -10.87118, -1.97342], [-3.67877, -12.13493, -1.54980], [-3.90921, -9.72069, -1.59284], [-1.56909, -10.82293, -1.48716]], "homo_energy_ev": -4.3, "total_charge": -2, "orbital_gap_ev": 5.8, "mol_weight_g_mol": 1015.48}